# C50H31I4N5S2W

A molecular structure, C50H31I4N5S2W (ωB97M-V with the def2-TZVPD basis set, the Open Molecules 2025 dataset).

```
! RIJCOSX wB97M-V def2-TZVPD def2/J DEFGRID3
* xyz 0 3
W -0.51 -0.17 -0.36
I 0.47 -2.50 -9.42
C 0.52 -1.83 -7.43
C 1.35 -2.46 -6.51
C 1.44 -1.97 -5.22
C 0.73 -0.82 -4.81
C -0.17 -0.27 -5.75
C -0.26 -0.75 -7.04
C 0.82 -0.29 -3.47
C 0.24 0.97 -3.12
C 0.39 2.14 -3.91
C 0.24 3.22 -3.07
C -0.07 2.71 -1.79
C -0.22 3.47 -0.65
C 0.34 4.85 -0.61
C -0.22 5.97 -1.21
C 0.41 7.21 -1.10
C 1.60 7.32 -0.41
I 2.54 9.20 -0.22
C 2.18 6.21 0.19
C 1.54 4.99 0.09
C -0.70 2.94 0.54
N -0.92 1.59 0.78
C -1.53 1.52 2.01
C -1.62 0.31 2.75
C -2.73 -0.01 3.63
C -3.83 0.85 3.78
C -4.93 0.49 4.54
C -4.96 -0.75 5.16
I -6.66 -1.33 6.25
C -3.92 -1.64 4.99
C -2.82 -1.28 4.24
C -0.48 -0.51 2.63
C 0.18 -1.23 3.67
C 1.39 -1.63 3.17
C 1.47 -1.20 1.82
N 0.31 -0.50 1.50
C 2.51 -1.47 0.95
C 2.46 -1.25 -0.43
C 3.51 -1.49 -1.35
C 3.00 -1.26 -2.61
C 1.66 -0.83 -2.45
N 1.34 -0.79 -1.12
C 3.76 -2.02 1.52
C 4.31 -3.23 1.10
C 5.50 -3.69 1.62
C 6.16 -2.95 2.59
I 7.98 -3.64 3.37
C 5.63 -1.74 3.04
C 4.44 -1.29 2.50
C -1.73 2.83 2.53
C -1.18 3.71 1.64
N -0.12 1.32 -1.83
H 1.91 -3.33 -6.79
H 2.07 -2.48 -4.51
H -0.81 0.55 -5.45
H -0.95 -0.29 -7.74
H 0.67 2.16 -4.95
H 0.34 4.26 -3.32
H -1.15 5.90 -1.75
H -0.03 8.08 -1.56
H 3.12 6.28 0.72
H 1.97 4.11 0.56
H -3.84 1.81 3.28
H -5.76 1.17 4.65
H -3.96 -2.63 5.43
H -2.05 -2.01 4.06
H -0.16 -1.35 4.68
H 2.15 -2.20 3.69
H 4.51 -1.78 -1.10
H 3.55 -1.28 -3.53
H 3.78 -3.82 0.36
H 5.92 -4.63 1.28
H 6.14 -1.17 3.79
H 4.03 -0.34 2.83
H -2.17 3.06 3.48
H -1.12 4.78 1.71
S -2.97 -0.30 0.02
C -3.28 -1.90 0.69
C -4.52 -2.17 1.25
C -4.79 -3.41 1.80
C -3.82 -4.40 1.78
C -2.58 -4.14 1.21
C -2.30 -2.90 0.65
S -0.76 -2.65 -0.16
H -5.27 -1.38 1.26
H -5.76 -3.60 2.25
H -4.02 -5.38 2.20
H -1.82 -4.91 1.18
N -1.64 -1.07 -2.46
H -2.06 -0.37 -3.07
H -2.38 -1.66 -2.11
H -1.04 -1.66 -3.03
*
```

The HOMO-LUMO gap (alpha / beta) comes out at 0.165 / 0.195 Ha. The calculation puts the HOMO energy (alpha / beta) at -5.991 / -6.954 eV. The expectation value of S² is 2.140.

Results of the Löwdin charge analysis, in e, for atoms 1 through 2: number 1, W, carries 1.465; number 2, I, carries 0.841

***

# C50H32BrIN4Pb

A molecular structure, C50H32BrIN4Pb (ωB97M-V with the def2-TZVPD basis set, the Open Molecules 2025 dataset).

```
! RIJCOSX wB97M-V def2-TZVPD def2/J DEFGRID3
* xyz 2 1
Pb 0.20 -0.09 -1.14
C -4.98 5.27 -3.67
C -4.12 4.48 -4.42
C -3.22 3.64 -3.80
C -3.19 3.56 -2.41
C -4.05 4.35 -1.65
C -4.94 5.21 -2.28
C -2.21 2.66 -1.75
C -2.66 1.66 -0.95
C -4.05 1.40 -0.62
C -4.07 0.42 0.31
C -2.68 0.03 0.52
C -2.26 -1.02 1.47
C -3.35 -1.68 2.24
C -4.28 -2.48 1.58
C -5.29 -3.09 2.30
C -5.38 -2.91 3.68
C -4.45 -2.11 4.33
C -3.43 -1.50 3.61
C -0.98 -1.37 1.73
N 0.17 -0.81 1.14
C 1.19 -1.44 1.69
C 2.60 -1.21 1.33
C 3.60 -2.11 1.95
C 4.36 -2.96 1.14
C 5.29 -3.81 1.71
C 5.48 -3.82 3.08
C 4.74 -2.97 3.89
C 3.79 -2.13 3.33
C 3.05 -0.23 0.50
C 4.44 0.13 0.31
C 4.46 1.23 -0.47
C 3.08 1.54 -0.78
N 2.25 0.69 -0.21
C 2.67 2.70 -1.59
C 1.39 3.02 -1.90
C 0.97 4.27 -2.51
C -0.38 4.27 -2.53
C -0.80 3.01 -1.95
N 0.23 2.28 -1.57
C 3.76 3.58 -2.09
C 3.96 3.72 -3.46
C 4.97 4.55 -3.93
C 5.77 5.25 -3.03
C 5.56 5.11 -1.66
C 4.57 4.27 -1.19
C 0.77 -2.42 2.67
C -0.57 -2.39 2.68
N -1.86 0.75 -0.22
H -5.68 5.93 -4.16
H -4.16 4.53 -5.50
H -2.55 3.03 -4.39
H -4.00 4.31 -0.57
H -5.60 5.83 -1.69
H -4.90 1.92 -1.04
H -4.91 0.00 0.82
H -4.22 -2.62 0.50
H -6.01 -3.72 1.79
H -6.17 -3.38 4.24
H -4.52 -1.96 5.40
H -2.71 -0.87 4.12
H 4.20 -2.95 0.07
H 5.87 -4.47 1.07
H 6.22 -4.48 3.52
H 4.90 -2.96 4.96
H 3.22 -1.46 3.97
H 5.28 -0.38 0.76
H 5.32 1.78 -0.81
H 1.63 5.06 -2.82
H -1.04 5.04 -2.88
H 3.34 3.17 -4.16
H 5.13 4.65 -4.99
H 6.55 5.90 -3.40
H 6.17 5.67 -0.97
H 4.41 4.18 -0.12
H 1.42 -3.07 3.23
H -1.25 -2.99 3.26
Br 1.48 -5.85 1.78
C -0.21 -5.61 0.98
C -1.28 -6.32 1.51
C -2.53 -6.24 0.91
C -2.71 -5.46 -0.22
C -1.65 -4.75 -0.75
C -0.39 -4.82 -0.14
I 1.19 -3.82 -1.06
H -1.13 -6.95 2.38
H -3.35 -6.81 1.32
H -3.68 -5.42 -0.70
H -1.77 -4.17 -1.65
*
```

The HOMO-LUMO gap comes out at 0.191 Ha. The calculation puts the HOMO energy at -13.256 eV.

Results of the Löwdin charge analysis, in e, for atoms 1 through 2: number 1, Pb, carries 1.353; number 2, C, carries -0.050

***

# C50H35BO8S

4 unconnected molecules or ions with the total composition C50H35BO8S (ωB97M-V with the def2-TZVPD basis set, the Open Molecules 2025 dataset).

```
! RIJCOSX wB97M-V def2-TZVPD def2/J DEFGRID3
* xyz 0 1
O -3.66 6.06 1.41
C -4.62 6.68 1.83
C -4.84 6.86 3.28
C -3.92 6.35 4.19
C -4.10 6.55 5.55
C -5.20 7.27 6.01
C -6.13 7.77 5.11
C -5.96 7.56 3.75
C -6.97 8.08 2.79
O -7.97 8.64 3.20
C -6.73 7.92 1.34
C -7.65 8.43 0.42
C -7.41 8.31 -0.94
C -6.26 7.67 -1.40
C -5.35 7.15 -0.49
C -5.59 7.26 0.88
H -3.06 5.79 3.84
H -3.38 6.15 6.26
H -5.33 7.44 7.08
H -6.99 8.32 5.48
H -8.54 8.93 0.77
H -8.13 8.71 -1.65
H -6.07 7.59 -2.46
H -4.45 6.65 -0.85
O 3.00 -7.23 -0.41
C 2.03 -6.61 -0.01
C 1.81 -6.41 1.44
C 2.73 -6.92 2.35
C 2.55 -6.70 3.71
C 1.45 -5.97 4.16
C 0.52 -5.48 3.26
C 0.69 -5.70 1.89
C -0.31 -5.18 0.93
O -1.31 -4.61 1.33
C -0.08 -5.37 -0.52
C -0.99 -4.85 -1.43
C -0.77 -4.99 -2.80
C 0.38 -5.64 -3.25
C 1.29 -6.16 -2.34
C 1.06 -6.03 -0.97
H 3.59 -7.48 2.01
H 3.27 -7.09 4.42
H 1.31 -5.80 5.23
H -0.34 -4.92 3.61
H -1.89 -4.34 -1.09
H -1.48 -4.59 -3.51
H 0.56 -5.74 -4.32
H 2.18 -6.67 -2.70
O 4.90 -2.30 -1.27
C 5.99 -2.72 -0.95
C 7.01 -1.80 -0.37
C 6.69 -0.46 -0.17
C 7.62 0.40 0.40
C 8.87 -0.08 0.79
C 9.19 -1.42 0.58
C 8.27 -2.28 -0.01
C 8.64 -3.69 -0.25
O 9.75 -4.10 0.02
C 7.62 -4.61 -0.81
C 7.93 -5.95 -1.00
C 6.98 -6.83 -1.49
C 5.70 -6.37 -1.79
C 5.38 -5.03 -1.61
C 6.34 -4.15 -1.12
H 5.72 -0.08 -0.46
H 7.37 1.44 0.56
H 9.59 0.58 1.25
H 10.17 -1.78 0.87
H 8.93 -6.32 -0.77
H 7.22 -7.88 -1.64
H 4.95 -7.06 -2.17
H 4.38 -4.68 -1.85
C -1.23 5.44 -1.89
C -2.09 4.88 -2.56
C -2.94 4.02 -3.59
C -2.45 2.51 -3.44
C -3.69 1.45 -3.44
B -3.52 0.51 -2.14
C -4.35 0.86 -0.82
C -4.69 1.48 0.19
S -2.30 -0.92 -2.26
C -0.76 -0.41 -1.40
O -2.83 -2.23 -1.82
O -1.93 -1.03 -3.71
H -0.43 5.70 -1.17
H -2.72 4.39 -4.63
H -4.01 4.18 -3.28
H -1.94 2.41 -2.45
H -1.80 2.24 -4.32
H -3.62 0.82 -4.39
H -4.68 2.00 -3.36
H -4.96 2.14 1.05
H -0.75 -0.73 -0.32
H -0.58 0.71 -1.48
H 0.10 -0.93 -1.94
*
```

The HOMO-LUMO gap comes out at 0.307 Ha. The calculation puts the HOMO energy at -9.540 eV. Its structure (SMILES) is O=C1c2ccccc2C(=O)c2ccccc21.O=C1c2ccccc2C(=O)c2ccccc21.O=C1c2ccccc2C(=O)c2ccccc21.C#CCCCB(C#C)S(C)(=O)=O.

Results of the Löwdin charge analysis, in e, for atoms 1 through 2: number 1, O, carries 0.097; number 2, C, carries -0.283

***

The E results, record by record, are as follows: -115704.5541 -141707.3259 -80305.4597 eV.
The max |F| results, record by record, are as follows: 1.18 0.22 4.14 eV Å⁻¹.